Record 1
21
Properties=species:S:1:pos:R:3 method="wB97M-V/def2-TZVPD" de_lowest_kcal_mol=55.0 total_charge=-1 fmax_ev_per_a=7.05 spin_multiplicity=2 homo_lumo_gap_ev="2.64 / 9.29"
C -0.69158 -1.69427 0.54972
O -0.61721 -2.65292 1.60131
C -0.09202 -0.39329 1.03872
C -0.34920 0.85706 0.10578
S -2.27276 0.98098 0.13677
N 1.47296 -0.69835 0.98480
H -0.26752 -2.33510 -0.29563
H -1.74423 -1.68403 0.37970
H 0.36031 -2.67685 1.82016
H -0.32243 -0.18147 2.12131
H -0.00137 0.62970 -0.98318
H 0.32949 1.73926 0.63900
H -2.50595 0.78490 -1.01603
H 1.72720 -1.18187 1.86241
H 1.92605 0.15497 1.02062
H 2.71218 0.44248 -0.52069
H 2.55210 1.25041 -1.72017
O 3.18454 1.05512 -0.92476
H 0.41772 1.91728 -3.13850
H 0.88199 0.74240 -3.52833
O 0.78075 1.21950 -2.66253

=====

Record 2
61
Properties=species:S:1:pos:R:3 method="wB97M-V/def2-TZVPD" de_lowest_kcal_mol=128.7 fmax_ev_per_a=2.99 homo_lumo_gap_ev=4.44
C 5.90964 -0.09393 -0.12386
C 4.65468 -0.54322 0.57280
O 3.86476 -1.35770 -0.30604
C 2.76047 -1.81879 0.36625
C 1.78454 -2.48358 -0.47368
C 0.59509 -3.00400 0.10115
O -0.05607 -3.96154 -0.38543
C -0.02984 -2.37892 1.32936
C -0.06139 -0.98983 1.53275
C -0.66759 -0.43902 2.65233
C -1.28838 -1.29715 3.58238
N -1.69831 -0.78903 4.84377
O -2.12593 -1.60470 5.69251
O -1.58935 0.43475 5.07550
C -1.30881 -2.69067 3.37412
C -0.71463 -3.21476 2.23672
O 2.66749 -1.63692 1.58246
H 6.46280 0.53704 0.57180
H 6.55189 -0.93846 -0.38877
H 5.70154 0.50713 -1.01375
H 4.90084 -1.12368 1.46872
H 4.07044 0.33744 0.87372
H 1.96138 -2.50758 -1.54003
H 0.42227 -0.33352 0.81063
H -0.62562 0.63017 2.84068
H -1.77438 -3.32887 4.12124
H -0.74969 -4.29278 2.07246
C 5.65013 -3.95165 -2.55226
C 5.10923 -5.31978 -2.63831
N 5.89593 -6.41489 -2.72535
C 5.13075 -7.58084 -2.81169
C 3.77475 -7.20088 -2.74670
C 2.78374 -8.18032 -2.79052
C 3.16545 -9.52311 -2.92424
C 4.52850 -9.88052 -2.99088
C 5.53448 -8.90155 -2.94194
C 3.74372 -5.73932 -2.64432
C 2.57855 -4.95321 -2.59397
C 1.44332 -5.23610 -3.42204
C 1.53433 -6.04026 -4.59939
C 0.39597 -6.45705 -5.26801
C -0.88384 -6.08958 -4.83186
C -2.06978 -6.68360 -5.51964
C -0.98928 -5.18334 -3.76694
C 0.14794 -4.75445 -3.11515
H 4.87139 -3.25606 -2.88011
H 5.93660 -3.68855 -1.51994
H 6.53235 -3.83974 -3.20187
H 6.90910 -6.38523 -2.74501
H 1.74162 -7.86907 -2.72646
H 2.38867 -10.29201 -2.98750
H 4.79060 -10.93559 -3.07820
H 6.59849 -9.13848 -2.98324
H 2.54892 -4.13007 -1.89992
H 2.51619 -6.34650 -4.95492
H 0.48544 -7.10614 -6.14066
H -3.01215 -6.26416 -5.15933
H -1.99457 -6.52010 -6.60139
H -2.09619 -7.77196 -5.36799
H -1.95955 -4.81491 -3.42848
H 0.07137 -4.09357 -2.25619

=====

Record 3
139
Properties=species:S:1:pos:R:3 method="wB97M-V/def2-TZVPD" total_charge=+1 fmax_ev_per_a=3.46 homo_lumo_gap_ev=9.23
Na 0.35774 0.02684 -0.47669
C -4.07257 1.90571 4.46177
C -3.07656 2.75515 3.61375
C -1.63266 2.24289 3.62352
O -3.47832 2.79575 2.27839
H -4.18687 0.91725 4.01682
H -5.07347 2.33140 4.53313
H -3.59741 1.84122 5.44063
H -3.13590 3.71342 4.12979
H -1.50104 1.34835 3.01477
H -1.26119 2.00783 4.62094
H -1.00820 3.05359 3.24814
H -4.10084 2.09585 2.06811
C -2.80915 -1.18967 1.69245
C -1.56246 -2.03949 1.33118
C -1.79331 -2.68175 -0.04283
O -0.44868 -1.23703 1.40712
H -3.02393 -0.36657 1.01094
H -2.64104 -0.63701 2.61679
H -3.75266 -1.73490 1.71717
H -1.47285 -2.85755 2.04591
H -2.57602 -3.43082 0.07707
H -0.95438 -3.09519 -0.60262
H -2.17195 -2.02030 -0.82207
H 0.18934 -1.59137 2.03079
C 2.70856 2.19264 2.04763
C 1.99773 3.12283 1.05357
C 2.91413 3.66698 -0.02980
O 1.17041 2.17048 0.38543
H 3.34976 2.80804 2.67868
H 3.38981 1.44440 1.64247
H 1.94296 1.64556 2.59776
H 1.41847 3.86641 1.60096
H 2.22413 4.27414 -0.61577
H 3.46089 2.89895 -0.57687
H 3.58195 4.40893 0.40792
H 0.32688 2.58779 0.19597
C -5.03475 -2.61928 -3.18613
C -4.21685 -3.40829 -4.19249
C -2.98874 -3.96354 -3.49845
O -4.95774 -4.41831 -4.76457
H -5.83523 -2.00670 -3.60096
H -4.49557 -1.95665 -2.50914
H -5.47459 -3.41191 -2.58083
H -3.88565 -2.68196 -4.93469
H -3.33370 -4.48255 -2.60416
H -2.37668 -3.20375 -3.01244
H -2.31786 -4.57485 -4.10204
H -4.25973 -4.91437 -5.19852
C 3.83397 1.46597 -5.95081
C 5.12852 1.49454 -5.05654
C 4.75641 1.12706 -3.64398
O 5.93683 0.50751 -5.60685
H 3.93750 1.94332 -6.92524
H 3.01225 1.85283 -5.34813
H 3.54796 0.42811 -6.12147
H 5.66371 2.44410 -5.05364
H 3.89098 0.47415 -3.53065
H 4.39657 1.91802 -2.98597
H 5.58843 0.63727 -3.13806
H 6.74710 0.77266 -5.16556
C -4.85150 0.66847 -4.09957
C -4.04054 1.93312 -4.11208
C -4.74310 3.17723 -4.01636
O -3.07723 1.86264 -3.05915
H -5.22225 0.36994 -3.11899
H -4.21519 -0.15412 -4.42601
H -5.71590 0.76359 -4.75674
H -3.45141 2.05874 -5.02052
H -4.09756 4.01766 -4.27139
H -5.22664 3.35322 -3.05547
H -5.62683 3.19431 -4.65418
H -3.55323 1.57425 -2.27693
C 1.53023 2.49158 -2.90371
C 0.39106 1.68455 -3.52037
C 0.70991 0.32806 -4.12221
O -0.44489 1.37021 -2.40255
H 1.99840 2.07651 -2.01116
H 1.03226 3.39053 -2.54038
H 2.31539 2.85648 -3.56588
H -0.24720 2.29866 -4.15566
H -0.14878 -0.33931 -4.19550
H 1.38965 -0.16780 -3.42926
H 1.19161 0.46198 -5.09078
H -1.23975 1.89493 -2.52282
C -2.66808 4.60949 -1.00712
C -1.41207 4.65202 -0.17419
C -1.44308 5.54542 1.02473
O -1.34339 3.37073 0.36335
H -2.53615 3.95128 -1.86587
H -2.83965 5.62540 -1.36293
H -3.53228 4.25469 -0.44552
H -0.56396 4.78298 -0.84625
H -2.24700 5.30795 1.72145
H -1.59117 6.56181 0.65984
H -0.49210 5.57088 1.55678
H -2.08468 3.24630 0.96052
C 3.74833 -0.73021 -0.97422
C 3.13572 -1.99746 -1.45931
C 3.84692 -3.27062 -1.03739
O 1.78722 -2.14214 -1.12113
H 3.83087 -0.70548 0.11237
H 3.19665 0.12132 -1.37253
H 4.76995 -0.61720 -1.33705
H 3.15112 -1.93993 -2.54768
H 3.36361 -4.08270 -1.58056
H 3.87316 -3.55184 0.01538
H 4.84090 -3.27179 -1.48472
H 1.45678 -3.00456 -1.38310
C 0.44059 -0.42079 4.55166
C 1.34255 -1.63384 4.82009
C 0.63554 -2.46482 6.02658
C 1.28657 -3.81030 6.24212
C 1.12162 -4.62199 5.00960
C 1.77950 -3.95847 3.74997
N 1.43973 -2.49034 3.65146
O 1.97415 -1.81453 2.52931
C 3.30585 -4.13903 3.79905
C 1.25835 -4.70222 2.52240
C 2.70586 -1.13632 5.39871
H 0.88919 0.21004 3.78425
H -0.55705 -0.69760 4.21080
H 0.28094 0.20377 5.43060
H 0.79858 -1.80716 6.88040
H -0.43888 -2.53293 5.85602
H 2.27983 -3.70548 6.67861
H 0.79489 -4.39570 7.01908
H 0.04817 -4.61908 4.82043
H 1.60615 -5.59449 5.09675
H 3.75921 -3.61983 2.95467
H 3.71323 -5.14977 3.77555
H 3.82821 -3.77475 4.68367
H 1.85460 -4.40068 1.66119
H 0.20888 -4.52064 2.29056
H 1.49857 -5.76487 2.55667
H 3.49780 -1.87447 5.52549
H 3.25275 -0.61649 4.61207
H 2.62912 -0.48925 6.27250
H 2.89692 -1.77383 2.79096

=====

no.,E_tot (eV)
1,-21786.3635
2,-42670.7893
3,-65182.9451